Record 1
This record from the Open Molecules 2025 dataset describes a cluster of 15 separate species, C72H176N29O12P7 in total in a non-equilibrium geometry. The level of theory is the ωB97M-V functional and the def2-TZVPD basis.

Element x y z (Å)
O: -3.005 4.660 -3.368
P: -3.984 5.034 -2.330
N: -4.388 6.662 -2.261
C: -4.262 7.480 -3.492
C: -5.135 7.306 -1.169
N: -3.448 4.665 -0.800
C: -2.152 5.022 -0.354
C: -3.831 3.351 -0.273
N: -5.527 4.302 -2.569
C: -6.656 4.517 -1.562
C: -5.859 3.577 -3.775
H: -4.089 8.507 -3.170
H: -5.221 7.432 -4.009
H: -3.424 7.229 -4.142
H: -6.101 7.706 -1.479
H: -4.519 8.160 -0.888
H: -5.291 6.660 -0.305
H: -1.991 4.949 0.721
H: -1.419 4.411 -0.881
H: -1.887 6.054 -0.586
H: -3.128 3.098 0.521
H: -4.860 3.276 0.078
H: -3.656 2.609 -1.052
H: -7.258 3.609 -1.534
H: -6.336 4.916 -0.599
H: -7.299 5.276 -2.009
H: -6.929 3.454 -3.941
H: -5.534 2.554 -3.587
H: -5.404 3.930 -4.701
O: 4.425 0.566 -5.783
P: 4.980 1.498 -4.753
N: 4.526 3.203 -4.951
C: 3.259 3.542 -5.576
C: 5.089 4.245 -4.153
N: 6.709 1.533 -4.848
C: 7.334 2.306 -5.931
C: 7.448 0.288 -4.566
N: 4.596 1.154 -3.118
C: 5.175 1.912 -2.008
C: 3.431 0.321 -2.856
H: 2.480 2.836 -5.289
H: 3.405 3.489 -6.655
H: 2.887 4.507 -5.233
H: 6.145 4.009 -4.022
H: 4.527 4.411 -3.234
H: 5.055 5.228 -4.624
H: 8.368 2.420 -5.605
H: 7.421 1.658 -6.803
H: 6.938 3.294 -6.163
H: 7.340 -0.013 -3.525
H: 7.276 -0.592 -5.187
H: 8.503 0.558 -4.512
H: 6.137 2.301 -2.339
H: 4.461 2.665 -1.672
H: 5.380 1.236 -1.178
H: 3.620 -0.530 -3.510
H: 2.484 0.771 -3.156
H: 3.387 -0.014 -1.820
O: -1.729 0.050 -8.811
P: -1.024 0.529 -7.526
N: -0.645 -0.764 -6.446
C: 0.533 -0.886 -5.592
C: -1.697 -1.790 -6.261
N: -1.955 1.452 -6.440
C: -3.384 1.609 -6.581
C: -1.331 2.314 -5.376
N: 0.488 1.288 -7.798
C: 1.683 0.511 -8.206
C: 0.315 2.685 -8.459
H: 0.226 -1.441 -4.705
H: 0.855 0.052 -5.140
H: 1.359 -1.351 -6.130
H: -1.536 -2.635 -6.931
H: -2.653 -1.339 -6.529
H: -1.757 -2.084 -5.213
H: -3.845 0.747 -7.063
H: -3.759 1.732 -5.564
H: -3.589 2.493 -7.185
H: -1.808 3.291 -5.294
H: -1.466 1.751 -4.453
H: -0.243 2.291 -5.442
H: 2.405 0.724 -7.418
H: 1.459 -0.556 -8.244
H: 2.019 0.870 -9.178
H: 0.034 2.545 -9.503
H: 1.216 3.297 -8.498
H: -0.368 3.334 -7.911
O: 2.236 -3.786 6.317
P: 0.969 -4.473 6.007
N: 1.020 -5.452 4.627
C: 1.931 -6.612 4.722
C: 0.917 -4.857 3.253
N: -0.429 -3.473 5.807
C: -0.568 -2.168 6.429
C: -1.803 -4.098 5.424
N: 0.442 -5.543 7.267
C: 0.442 -5.028 8.619
C: -0.524 -6.675 7.004
H: 1.937 -7.174 5.657
H: 2.950 -6.283 4.519
H: 1.686 -7.291 3.905
H: 0.312 -5.513 2.628
H: 1.930 -4.586 2.953
H: 0.233 -4.010 3.308
H: -1.132 -2.289 7.354
H: 0.356 -1.695 6.763
H: -1.161 -1.475 5.833
H: -1.766 -5.044 4.883
H: -2.299 -4.314 6.371
H: -2.285 -3.381 4.760
H: -0.476 -5.268 9.156
H: 1.211 -5.520 9.216
H: 0.611 -3.952 8.616
H: -0.306 -7.126 6.036
H: -1.530 -6.256 7.010
H: -0.502 -7.425 7.795
O: 0.038 2.164 0.680
P: 0.177 0.693 0.865
N: 1.717 -0.064 0.603
C: 2.016 -1.435 0.270
C: 2.833 0.730 0.980
N: -0.878 -0.130 -0.164
C: -2.350 -0.157 0.012
C: -0.482 -0.524 -1.508
N: -0.172 0.171 2.400
C: 0.206 0.962 3.521
C: -0.384 -1.278 2.693
H: 2.366 -1.565 -0.754
H: 1.149 -2.070 0.448
H: 2.837 -1.795 0.890
H: 3.800 0.373 0.624
H: 2.883 0.580 2.058
H: 2.650 1.746 0.630
H: -2.784 0.322 -0.866
H: -2.758 -1.148 0.209
H: -2.572 0.434 0.900
H: -1.016 0.061 -2.256
H: 0.580 -0.362 -1.695
H: -0.675 -1.591 -1.621
H: 1.263 1.216 3.443
H: -0.397 1.868 3.579
H: 0.266 0.335 4.411
H: -1.163 -1.452 3.435
H: 0.537 -1.785 2.980
H: -0.784 -1.808 1.828
O: 4.960 6.364 2.139
P: 3.656 5.829 2.609
N: 2.946 6.710 3.918
C: 3.445 6.616 5.308
C: 2.096 7.926 3.773
N: 3.691 4.247 3.094
C: 4.702 3.391 2.579
C: 2.472 3.648 3.735
N: 2.466 5.806 1.422
C: 1.037 5.520 1.666
C: 2.804 5.497 -0.010
H: 2.647 6.610 6.050
H: 4.132 7.394 5.640
H: 3.946 5.657 5.440
H: 1.419 8.046 4.618
H: 1.451 7.835 2.900
H: 2.749 8.800 3.763
H: 4.613 3.439 1.494
H: 5.708 3.721 2.840
H: 4.566 2.396 3.002
H: 1.608 3.522 3.083
H: 2.765 2.727 4.240
H: 2.056 4.265 4.531
H: 0.918 5.674 2.738
H: 0.364 6.161 1.097
H: 0.753 4.482 1.494
H: 1.945 5.559 -0.678
H: 3.240 4.499 -0.052
H: 3.488 6.225 -0.445
O: -1.368 -5.860 -1.889
P: -1.776 -6.468 -0.584
N: -0.453 -7.224 0.202
C: -0.560 -8.142 1.356
C: 0.936 -6.675 0.051
N: -2.898 -7.829 -0.608
C: -4.300 -7.511 -0.610
C: -2.586 -9.195 -1.177
N: -2.346 -5.408 0.616
C: -2.011 -4.011 0.539
C: -2.895 -5.844 1.842
H: -0.827 -7.605 2.266
H: 0.410 -8.603 1.541
H: -1.347 -8.894 1.301
H: 0.936 -5.588 -0.026
H: 1.421 -7.075 -0.839
H: 1.517 -6.942 0.934
H: -4.559 -6.801 0.176
H: -4.651 -7.206 -1.596
H: -4.794 -8.468 -0.444
H: -1.674 -9.529 -0.682
H: -3.382 -9.930 -1.056
H: -2.508 -9.029 -2.251
H: -1.792 -3.745 -0.495
H: -2.901 -3.440 0.806
H: -1.186 -3.737 1.196
H: -3.254 -6.874 1.827
H: -3.730 -5.200 2.118
H: -2.227 -5.855 2.703
C: -7.959 0.417 1.898
C: -7.366 1.399 0.944
O: -7.392 2.597 1.133
N: -6.851 0.982 -0.246
C: -6.381 -0.333 -0.652
H: -7.146 -0.224 2.240
H: -8.634 -0.210 1.316
H: -8.543 0.813 2.728
H: -6.678 1.753 -0.874
H: -7.055 -0.773 -1.386
H: -6.488 -1.106 0.110
H: -5.408 -0.368 -1.142
C: 7.089 0.045 1.136
C: 8.096 -0.386 2.249
O: 9.264 -0.754 1.961
N: 7.542 -0.413 3.502
C: 8.208 -0.752 4.762
H: 6.073 0.377 1.350
H: 7.023 -0.787 0.436
H: 7.555 0.849 0.566
H: 6.535 -0.333 3.528
H: 7.411 -0.813 5.503
H: 8.816 0.028 5.221
H: 8.782 -1.671 4.644
C: 1.079 -3.854 -3.318
C: 1.685 -4.191 -4.689
O: 2.474 -3.463 -5.224
N: 1.337 -5.360 -5.232
C: 1.941 -5.876 -6.507
H: -0.004 -3.737 -3.278
H: 1.550 -2.899 -3.087
H: 1.389 -4.559 -2.548
H: 0.650 -5.973 -4.817
H: 2.243 -6.918 -6.396
H: 2.814 -5.336 -6.874
H: 1.181 -5.977 -7.282
C: -0.214 6.656 -3.404
C: 0.697 5.468 -3.118
O: 1.913 5.627 -3.181
N: 0.216 4.298 -2.805
C: 1.055 3.138 -2.564
H: 0.297 7.540 -3.784
H: -0.860 6.838 -2.546
H: -0.776 6.315 -4.274
H: -0.734 4.319 -2.464
H: 2.045 3.263 -3.001
H: 0.528 2.254 -2.923
H: 1.197 3.003 -1.492
C: 2.925 -0.539 5.460
C: 3.853 -1.154 4.402
O: 4.587 -0.441 3.753
N: 3.900 -2.523 4.298
C: 4.752 -3.326 3.414
H: 2.849 0.542 5.347
H: 3.464 -0.692 6.395
H: 1.972 -1.049 5.599
H: 3.360 -3.058 4.963
H: 5.555 -3.762 4.009
H: 5.195 -2.619 2.713
H: 4.270 -4.175 2.931
N: -3.130 1.881 7.136
C: -2.641 1.433 8.314
C: -1.282 1.387 8.567
C: -0.359 1.835 7.613
C: -0.836 2.365 6.422
C: -2.242 2.347 6.225
H: -3.359 1.070 9.036
H: -0.914 0.861 9.436
H: 0.690 1.781 7.863
H: -0.196 2.703 5.621
H: -2.676 2.814 5.353
N: -3.863 -0.754 3.023
C: -3.896 -0.423 4.341
C: -4.650 -1.064 5.300
C: -5.219 -2.287 4.927
C: -5.205 -2.667 3.567
C: -4.508 -1.889 2.652
H: -3.434 0.515 4.611
H: -4.733 -0.723 6.322
H: -5.790 -2.912 5.598
H: -5.680 -3.580 3.241
H: -4.567 -2.153 1.607
N: -3.112 -1.730 -3.124
C: -3.862 -0.889 -3.836
C: -5.107 -1.239 -4.421
C: -5.541 -2.529 -4.262
C: -4.766 -3.457 -3.563
C: -3.555 -3.019 -2.995
H: -3.459 0.110 -3.917
H: -5.705 -0.532 -4.977
H: -6.488 -2.793 -4.707
H: -5.091 -4.482 -3.463
H: -2.837 -3.625 -2.462

HOMO energy: -7.2 eV
Strongest force on any atom: 3.629 eV/Å
Frontier orbital gap: 7.02 eV


Record 2
This record from the Open Molecules 2025 dataset describes a cluster of 2 separate species, C5H14S in total in a non-equilibrium geometry. The level of theory is the ωB97M-V functional and the def2-TZVPD basis.

Element x y z (Å)
C: 0.644 -2.221 0.407
C: 0.631 -3.221 -0.792
H: -0.330 -1.699 0.586
H: 0.930 -2.810 1.282
H: 1.356 -1.410 0.141
H: 0.131 -2.709 -1.614
H: 0.133 -4.078 -0.284
H: 1.751 -3.451 -0.815
C: 0.514 1.868 -0.712
C: -0.793 2.467 -1.197
C: -0.846 1.132 1.972
S: 0.698 1.543 1.147
H: 0.417 0.714 -1.020
H: 1.346 2.659 -1.107
H: -0.617 3.586 -1.198
H: -1.656 2.174 -0.645
H: -1.180 0.319 1.363
H: -0.515 0.725 2.949
H: -1.612 1.885 1.746
H: -0.999 2.527 -2.210

HOMO energy: -8.2 eV
Strongest force on any atom: 3.851 eV/Å
SMILES: CCSC.CC
Frontier orbital gap: 9.00 eV
Energy above the lowest of the compared OMol25 structures with the same formula, charge and spin: 251.5 kJ/mol


Record 3
This record from the Open Molecules 2025 dataset describes a cluster of 16 separate species, C5H41NO15 in total in a non-equilibrium geometry. The level of theory is the ωB97M-V functional and the def2-TZVPD basis.

Element x y z (Å)
C: 2.562 -0.669 1.162
N: 1.023 -0.867 1.009
C: 0.826 -0.826 -0.341
C: 0.314 0.299 1.741
C: 1.466 0.812 2.750
C: 2.816 0.523 2.090
H: 2.724 -1.540 1.860
H: 3.067 -0.723 0.098
H: 1.286 -1.701 -0.936
H: -0.181 -1.189 -0.564
H: 1.009 0.074 -0.917
H: 0.062 1.132 1.062
H: -0.450 -0.086 2.371
H: 1.457 1.887 2.923
H: 1.382 0.278 3.643
H: 3.780 0.358 2.789
H: 3.202 1.411 1.722
H: 0.449 0.237 -5.266
H: -0.814 -0.310 -4.964
O: -0.401 0.467 -5.227
H: 3.790 0.385 -2.786
H: 2.569 0.199 -1.768
O: 2.996 -0.224 -2.466
H: -0.574 -0.012 5.449
H: -1.195 -0.813 4.498
O: -1.206 0.081 4.703
H: -2.961 -0.272 -0.850
H: -3.656 -0.072 -2.227
O: -3.248 0.351 -1.500
H: 3.661 -2.182 -2.478
H: 2.367 -2.104 -2.386
O: 3.005 -2.845 -2.441
H: 1.408 4.174 0.199
H: 2.237 4.127 -1.060
O: 2.153 3.729 -0.183
H: -2.529 3.316 -1.772
H: -2.049 2.979 -3.153
O: -1.981 3.740 -2.425
H: -1.518 -2.574 -2.739
H: -2.982 -2.849 -3.160
O: -2.113 -2.741 -3.465
H: 1.024 -3.901 2.907
H: 1.083 -4.322 1.313
O: 0.932 -4.562 2.248
H: -2.439 3.003 2.642
H: -2.223 2.819 4.125
O: -2.054 3.536 3.330
H: 0.653 -4.314 -2.353
H: 0.613 -3.933 -0.899
O: 0.263 -3.579 -1.797
H: -3.271 -2.357 2.523
H: -3.953 -1.173 3.231
O: -3.018 -1.560 3.167
H: 1.291 3.977 -3.255
H: 1.722 2.732 -2.308
O: 2.100 3.575 -2.738
H: -2.990 -0.971 1.295
H: -1.815 -1.756 0.469
O: -2.608 -1.182 0.482
H: -3.389 1.955 -0.042
H: -2.610 3.413 0.138
O: -3.064 2.640 0.524

HOMO energy: -9.0 eV
Strongest force on any atom: 5.627 eV/Å
Frontier orbital gap: 8.77 eV
Energy above the lowest of the compared OMol25 structures with the same formula, charge and spin: 743.3 kJ/mol


Record 4
This record from the Open Molecules 2025 dataset describes the ion C9H8NO2S with charge -1 in a non-equilibrium geometry. The level of theory is the ωB97M-V functional and the def2-TZVPD basis.

Element x y z (Å)
C: -0.489 -1.175 2.912
C: -1.445 -1.138 1.888
C: 0.843 -0.658 2.669
C: -1.184 -0.443 0.754
C: 1.082 0.028 1.511
C: 0.091 0.091 0.472
C: 0.507 2.156 -2.536
C: -0.093 1.181 -3.290
C: 0.288 0.604 -0.963
N: 0.686 1.854 -1.210
O: 1.338 2.579 -0.434
O: -0.793 -2.143 -1.305
S: -0.538 -0.268 -2.185
H: -0.594 -1.903 3.675
H: -2.318 -1.769 1.976
H: 1.613 -0.738 3.387
H: -1.936 -0.422 -0.035
H: 2.071 0.383 1.231
H: 0.903 3.131 -2.827
H: -0.212 1.042 -4.342
H: 0.179 -2.392 -1.348

HOMO energy: -3.5 eV
Strongest force on any atom: 3.434 eV/Å
Total charge: -1
Frontier orbital gap: 6.99 eV
Energy above the lowest of the compared OMol25 structures with the same formula, charge and spin: 429.3 kJ/mol


Record 5
This record from the Open Molecules 2025 dataset describes a structure of composition C30H28FN3O9Zn in a non-equilibrium geometry. The level of theory is the ωB97M-V functional and the def2-TZVPD basis.

Element x y z (Å)
Zn: -0.389 -1.041 -1.125
C: -5.685 2.052 3.207
C: -4.282 2.573 3.499
C: -4.306 4.098 3.575
C: -2.937 4.634 3.939
C: -1.884 4.056 3.038
C: -0.676 4.776 2.842
C: 0.250 4.244 1.967
F: 1.414 4.943 1.775
C: 0.074 3.073 1.281
C: -1.130 2.333 1.468
C: -1.302 1.085 0.784
O: -0.397 0.719 -0.031
C: -2.505 0.334 1.104
C: -3.410 0.909 1.930
N: -3.306 2.153 2.495
C: -2.104 2.871 2.353
C: -2.878 -1.082 0.655
O: -4.015 -1.479 0.966
O: -2.090 -1.714 -0.109
H: -6.384 2.539 3.890
H: -5.781 0.976 3.334
H: -5.970 2.300 2.182
H: -3.963 2.199 4.485
H: -5.065 4.396 4.303
H: -4.612 4.477 2.593
H: -2.732 4.414 4.997
H: -2.923 5.727 3.857
H: -0.499 5.721 3.338
H: 0.821 2.684 0.605
H: -4.291 0.328 2.145
C: 3.516 -4.033 3.973
O: 3.386 -5.043 2.997
C: 2.672 -4.716 1.870
C: 2.539 -5.766 0.931
C: 1.836 -5.518 -0.216
C: 1.244 -4.274 -0.518
C: 0.524 -4.064 -1.764
C: 0.347 -5.188 -2.781
O: 0.012 -3.001 -2.096
C: 1.372 -3.203 0.438
O: 0.899 -2.046 0.301
C: 2.119 -3.490 1.643
H: 4.091 -4.468 4.787
H: 2.539 -3.705 4.340
H: 4.038 -3.158 3.575
H: 2.984 -6.728 1.145
H: 1.733 -6.324 -0.929
H: 0.784 -6.151 -2.540
H: 0.754 -4.825 -3.726
H: -0.728 -5.299 -2.927
H: 2.177 -2.667 2.341
O: -1.026 -0.313 -2.980
O: 1.081 3.425 -6.664
C: 1.237 2.007 -6.763
N: 1.488 1.456 -5.482
C: 2.751 1.156 -5.055
O: 3.749 1.413 -5.715
C: 2.832 0.621 -3.665
C: 4.059 0.584 -3.002
C: 4.107 0.060 -1.734
C: 2.923 -0.412 -1.158
N: 1.764 -0.383 -1.789
C: 1.714 0.128 -3.026
H: 0.776 3.749 -7.507
H: 2.095 1.757 -7.389
H: 0.323 1.563 -7.166
H: 0.720 1.347 -4.835
H: 4.938 0.963 -3.508
H: 5.035 0.021 -1.178
H: 2.876 -0.824 -0.156
H: 0.682 0.056 -3.416

HOMO energy (spin up / spin down): 1.1 / 1.1 eV
Strongest force on any atom: 3.271 eV/Å
Total charge: -2
Frontier orbital gap (spin up / spin down): 2.71 / 2.70 eV
Energy above the lowest of the compared OMol25 structures with the same formula, charge and spin: 397.7 kJ/mol


Record 6
This record from the Open Molecules 2025 dataset describes an isolated molecule of C4H6BrN in a non-equilibrium geometry. The level of theory is the ωB97M-V functional and the def2-TZVPD basis.

Element x y z (Å)
C: -0.414 1.769 0.236
C: 1.078 -1.399 0.910
C: -0.907 0.668 -0.295
C: 0.009 -0.506 -1.000
N: 0.551 -1.549 -0.212
Br: -2.739 0.205 -0.122
H: -1.040 2.482 0.747
H: 0.632 2.009 0.163
H: 1.511 -2.277 1.368
H: 1.145 -0.458 1.469
H: 0.814 0.021 -1.514
H: -0.641 -0.965 -1.752

HOMO energy: -9.5 eV
Strongest force on any atom: 3.170 eV/Å
SMILES: C=NCC(=C)Br
Frontier orbital gap: 10.42 eV
Energy above the lowest of the compared OMol25 structures with the same formula, charge and spin: 89.3 kJ/mol